# 1
2 unconnected molecules or ions with the total composition C4H9NO at a distorted geometry, computed with ωB97M-V with the def2-TZVPD basis set.

## Properties
* Kohn-Sham gap (spin up / spin down): 8.8 / 3.9 eV
* net charge: +1
* F_max: 1.88 eV/A
* energy above the lowest of the compared OMol25 structures with the same formula, charge and spin: 2.759 eV
* spin multiplicity: 2
* LUMO (spin up / spin down): -4.4 / -8.8 eV
* E: -7820.535 eV
* HOMO (spin up / spin down): -13.3 / -12.7 eV

XYZ file:
```
15
Properties=species:S:1:pos:R:3:mulliken_spin:R:1
C 0.2393 0.5493 1.8695 0.13
C 1.1146 0.7325 0.8458 0.02
N 2.4350 0.2999 0.8350 0.03
H 0.5897 -0.0039 2.7339 0.00
H -0.6794 1.1141 1.9433 0.00
H 0.8024 1.4467 0.0860 0.00
H 2.8054 0.2135 1.7749 0.00
H 2.6380 -0.5395 0.2970 0.00
C -0.6775 -0.9707 -1.2532 0.37
C -1.7582 -0.5877 -1.9886 0.21
O -2.5725 0.3634 -1.5759 0.18
H 0.1678 -1.4443 -1.7290 0.01
H -0.6648 -0.6580 -0.2098 0.04
H -1.8856 -0.9200 -3.0109 0.01
H -2.5543 0.4047 -0.6179 -0.01
```

---

# 2
A molecular structure, C34H8Cl5F15GeNPbS2, computed with ωB97M-V with the def2-TZVPD basis set.

## Properties
* Kohn-Sham gap: 7.1 eV
* net charge: -1
* F_max: 0.61 eV/A
* energy above the lowest of the compared OMol25 structures with the same formula, charge and spin: 0.000 eV
* LUMO: 2.1 eV
* E: -223689.392 eV
* HOMO: -5.0 eV

XYZ file:
```
67
Properties=species:S:1:pos:R:3:mulliken_charge:R:1
Pb 0.1149 -0.6685 0.5142 0.83
C -0.3444 2.9435 0.1845 -1.14
C -1.6664 2.3848 -0.2557 0.81
C -2.7289 3.2635 -0.5641 -0.80
C -3.9266 2.7549 -0.9671 -0.77
C -4.0949 1.3592 -1.0852 1.23
C -5.3088 0.7870 -1.5107 -0.87
C -5.4076 -0.5726 -1.6271 -0.53
C -4.3164 -1.3930 -1.3189 -0.74
C -3.1041 -0.8828 -0.8859 0.81
S -1.8246 -2.0265 -0.5582 -0.63
C -2.9777 0.5379 -0.7625 -0.42
N -1.8047 1.0788 -0.3497 0.04
H -0.3986 4.0277 0.2759 0.42
H 0.4203 2.6815 -0.5471 0.10
H -0.0434 2.5165 1.1428 0.21
H -2.5790 4.3313 -0.4711 0.36
H -4.7609 3.4061 -1.2024 0.38
H -6.1468 1.4323 -1.7470 0.33
H -6.3340 -1.0216 -1.9642 0.36
H -4.4063 -2.4666 -1.4220 0.43
Cl 1.5516 -2.0871 3.2302 -0.22
C 1.8263 -3.1551 1.8793 0.99
C 1.3558 -2.8040 0.6144 -1.86
C 1.5105 -3.7781 -0.3646 1.10
Cl 0.9527 -3.4439 -1.9696 -0.06
C 2.0837 -5.0252 -0.1178 -0.49
Cl 2.1415 -6.2380 -1.3449 -0.16
C 2.6068 -5.3011 1.1417 0.56
Cl 3.3839 -6.8050 1.4513 -0.19
C 2.4838 -4.3545 2.1541 -0.35
Cl 3.1127 -4.6930 3.7233 -0.22
F 5.3814 -0.9908 0.9673 -0.33
C 5.0687 -1.8622 0.0013 0.33
C 4.3433 -1.4606 -1.1067 -0.01
C 4.1614 -2.4041 -2.1066 -0.21
F 3.5233 -2.0385 -3.2281 -0.49
C 4.6451 -3.6958 -2.0178 0.41
F 4.4664 -4.5688 -3.0090 -0.40
C 5.3410 -4.0709 -0.8814 0.79
F 5.8264 -5.3031 -0.7710 -0.42
C 5.5610 -3.1495 0.1272 0.35
F 6.2728 -3.5017 1.2017 -0.39
Ge 3.4748 0.3062 -1.4692 1.14
S 1.3537 0.2929 -1.7390 -0.32
C 4.5153 0.8505 -3.0954 -0.34
C 5.8967 0.8040 -3.0250 0.56
F 6.4812 0.4662 -1.8626 -0.38
C 6.7129 1.1186 -4.0941 0.17
F 8.0441 1.0766 -3.9844 -0.32
C 6.1299 1.4858 -5.2946 0.65
F 6.8943 1.7817 -6.3450 -0.31
C 4.7529 1.5508 -5.4000 0.07
F 4.1977 1.9141 -6.5601 -0.31
C 3.9640 1.2410 -4.3025 -0.13
F 2.6423 1.3417 -4.4442 -0.28
C 4.0541 1.6341 -0.0738 -0.26
C 4.6447 2.8600 -0.3250 0.69
F 4.9941 3.2071 -1.5724 -0.29
C 4.8972 3.7791 0.6797 0.06
F 5.4896 4.9465 0.4079 -0.31
C 4.5162 3.4917 1.9779 0.66
F 4.7352 4.3753 2.9494 -0.33
C 3.8850 2.2927 2.2609 -0.32
F 3.4793 2.0318 3.5042 -0.31
C 3.6696 1.3942 1.2333 0.03
F 3.0228 0.2586 1.5091 0.08
```

---

# 3
2 unconnected molecules or ions with the total composition C31H26IO5 at a distorted geometry, computed with ωB97M-V with the def2-TZVPD basis set.

## Properties
* Kohn-Sham gap: 4.4 eV
* net charge: +1
* F_max: 3.73 eV/A
* energy above the lowest of the compared OMol25 structures with the same formula, charge and spin: 0.164 eV
* LUMO: -6.8 eV
* E: -50897.163 eV
* HOMO: -11.2 eV

XYZ file:
```
63
Properties=species:S:1:pos:R:3:mulliken_charge:R:1
C 5.4769 -1.9127 -1.5236 -0.51
C 4.5184 -2.4791 -2.3704 -0.57
C 3.7641 -1.6697 -3.2286 -0.22
C 3.9854 -0.2921 -3.2035 0.33
O 3.0940 0.5926 -3.8283 -0.47
C 1.7958 0.6444 -3.3186 -0.53
C 1.4358 1.6320 -2.4034 -0.63
C 0.2967 1.4446 -1.6361 -0.93
C -0.4996 0.2909 -1.7589 -0.53
C -1.7769 0.2112 -0.8555 1.29
C -2.8932 -0.6899 -1.4020 -0.85
C -4.1815 -0.1586 -1.3141 -0.19
C -5.2584 -0.8707 -1.8364 -0.86
C -5.0398 -2.1261 -2.4078 -0.48
C -3.7589 -2.6711 -2.4559 -1.13
C -2.6776 -1.9619 -1.9101 0.03
C -0.2725 -0.4792 -2.8971 -0.54
C 0.9004 -0.3622 -3.6420 -0.32
C 5.0172 0.2766 -2.4503 -0.30
C 5.7286 -0.5379 -1.5685 -0.45
H 6.0426 -2.5412 -0.8322 0.40
H 4.3504 -3.5589 -2.3630 0.40
H 3.0052 -2.0937 -3.8853 0.37
H 2.0856 2.4912 -2.2551 0.48
H -0.0346 2.2377 -0.9642 0.80
H -2.1373 1.2472 -0.9412 1.01
H -4.2898 0.8336 -0.8575 0.39
H -6.2469 -0.4225 -1.7799 0.43
H -5.8794 -2.6739 -2.8295 0.41
H -3.5690 -3.6535 -2.9026 0.41
H -1.6726 -2.3932 -1.9379 0.78
H -1.0233 -1.1662 -3.2923 0.86
H 1.1186 -1.0478 -4.4614 0.69
H 5.1834 1.3504 -2.5273 0.44
H 6.4842 -0.0784 -0.9288 0.39
C -1.8651 -0.3741 4.2762 -1.22
C -2.9800 -0.1560 3.2737 1.30
C -4.3248 -0.0529 3.9894 -1.67
O -2.7677 1.0970 2.5710 -0.32
C -1.8930 1.1333 1.4955 -0.11
O -1.3092 2.1662 1.2455 -0.47
C -1.8144 -0.0161 0.5954 0.50
I 1.0469 -0.6349 1.1422 0.41
C 1.8258 1.1434 1.9827 0.21
C 1.7112 2.4390 1.4642 0.37
C 2.4507 3.4658 2.0686 -0.86
C 3.2296 3.1939 3.1964 -0.41
C 3.2680 1.9035 3.7475 -0.67
C 2.5537 0.8741 3.1411 -0.64
C -2.2104 -1.2759 1.2371 0.89
O -1.8812 -2.3551 0.7927 -0.53
O -3.0569 -1.2465 2.3381 -0.32
H -0.8882 -0.4068 3.7931 0.05
H -1.8820 0.4431 5.0025 0.42
H -2.0431 -1.3094 4.8140 0.41
H -5.1275 0.1175 3.2674 0.41
H -4.5119 -0.9835 4.5321 0.40
H -4.2948 0.7744 4.7039 0.40
H 1.0595 2.6471 0.6237 0.40
H 2.4061 4.4692 1.6481 0.41
H 3.8107 3.9876 3.6576 0.40
H 3.8517 1.6849 4.6372 0.40
H 2.5644 -0.1407 3.5322 0.46
```

---

# 4
A single CCl2FNO2 molecule at a distorted geometry, computed with ωB97M-V with the def2-TZVPD basis set.

## Properties
* Kohn-Sham gap: 11.1 eV
* F_max: 2.50 eV/A
* energy above the lowest of the compared OMol25 structures with the same formula, charge and spin: 0.018 eV
* SMILES string: O=[N+]([O-])C(F)(Cl)Cl
* LUMO: -0.6 eV
* E: -34380.698 eV
* HOMO: -11.7 eV

XYZ file:
```
7
Properties=species:S:1:pos:R:3:mulliken_charge:R:1
C -0.7800 0.1422 0.2044 0.46
N 0.6549 0.0751 -0.3578 0.84
O 1.0288 1.0830 -0.8745 -0.47
O 1.2688 -0.9357 -0.1768 -0.49
F -0.6159 0.9613 1.2189 -0.15
Cl -1.3191 -1.4288 0.8525 -0.08
Cl -1.9002 0.7714 -1.1742 -0.11
```